[1]
{"formula": "C6H11NOS", "method": "ωB97M-V/def2-TZVPD", "elements": ["C", "C", "C", "C", "C", "C", "N", "O", "S", "H", "H", "H", "H", "H", "H", "H", "H", "H", "H", "H"], "positions_angstrom": [[1.5421, -1.4160, 1.9646], [1.7190, 1.2428, 1.5922], [1.5233, 0.5934, -1.5378], [-2.6883, 1.0716, -1.3658], [-2.8876, -0.3855, -1.7176], [-1.8332, 0.1225, -2.2763], [1.9868, -0.2144, -0.6098], [0.6907, 1.4594, -1.3091], [0.9077, -0.2450, 0.9731], [0.9982, -2.3752, 2.0766], [2.4367, -1.2100, 2.5503], [2.2241, 1.8331, 0.8190], [2.5049, 0.8715, 2.2832], [1.8959, 0.3251, -2.5757], [-3.4190, 1.7307, -1.9192], [-2.1786, 1.4524, -0.5094], [-3.2833, -1.2979, -1.3657], [0.9466, 1.9664, 2.1342], [-0.9515, 0.2003, -2.8357], [2.7857, -0.8363, -0.6807]], "forces_ev_per_angstrom": [[-1.2, 0.4, -0.2], [-0.6, 1.7, 1.6], [0.1, -0.1, -1.8], [-0.7, -0.4, -2.9], [1.9, 0.4, 0.5], [-2.3, 1.2, 1.2], [-0.3, -0.4, 1.7], [0.1, 0.0, -0.2], [2.0, -1.2, 0.4], [0.4, 0.9, -0.3], [-0.2, -0.1, -0.3], [-0.5, -0.4, -0.1], [-0.7, 0.4, -0.2], [-0.2, 0.7, 0.6], [1.1, -0.3, 1.0], [-0.1, 0.1, 0.8], [-0.7, -0.7, 0.1], [1.6, -1.8, -1.0], [0.7, -0.3, -0.6], [-0.4, 0.0, -0.2]], "nbo_charge": [-0.930, -0.778, 0.500, -0.447, -0.204, -0.158, -0.831, -0.646, 0.989, 0.241, 0.214, 0.253, 0.229, 0.105, 0.177, 0.193, 0.209, 0.251, 0.227, 0.408]}

[2]
{"formula": "C6H11NOS", "method": "ωB97M-V/def2-TZVPD", "elements": ["C", "C", "C", "C", "C", "C", "N", "O", "S", "H", "H", "H", "H", "H", "H", "H", "H", "H", "H", "H"], "positions_angstrom": [[1.3664, 0.7052, -0.4741], [0.0849, -0.9885, 0.7306], [0.2789, 0.5094, 0.6157], [0.6538, 1.1654, 1.9036], [-1.0768, 1.1719, 0.2278], [-0.6674, -1.8373, -2.1719], [1.6124, -0.3844, -1.1935], [1.9239, 1.7639, -0.6440], [0.7210, -1.6916, -0.8859], [0.6238, -1.5040, 1.5397], [-0.8668, -1.2272, 0.5096], [-0.1345, 1.6199, 2.3540], [1.4485, 1.9132, 1.7181], [1.1158, 0.3875, 2.5710], [-1.5416, 0.5874, -0.6773], [-1.0389, 2.2734, -0.0931], [-1.6825, 0.9911, 1.1287], [-1.2575, -0.8066, -2.1381], [-1.3371, -2.6528, -1.8061], [-0.2266, -1.9960, -3.2149]], "forces_ev_per_angstrom": [[-0.7, 0.6, 0.4], [2.1, 0.3, -0.8], [-0.7, 0.3, -0.6], [4.3, -1.6, 0.0], [-0.5, -0.6, -2.2], [-0.9, 2.3, 0.6], [0.6, -1.7, -2.1], [0.1, 0.6, 0.2], [1.3, 0.7, -0.2], [-0.5, 0.1, -0.4], [-3.8, -1.1, 0.9], [-2.3, 1.2, 1.5], [-0.5, -0.2, 0.0], [-0.4, 0.9, -0.2], [0.6, 1.2, 1.7], [0.2, -1.7, 0.8], [-0.3, 0.5, -0.6], [1.2, -2.3, -0.3], [0.6, 0.5, -0.5], [-0.4, 0.1, 1.8]], "nbo_charge": [0.641, -0.492, -0.199, -0.592, -0.585, -0.795, -0.857, -0.608, 0.998, 0.250, 0.212, 0.203, 0.252, 0.197, 0.183, 0.247, 0.207, 0.236, 0.234, 0.269]}

[3]
{"formula": "C6H11NOS", "method": "ωB97M-V/def2-TZVPD", "elements": ["C", "C", "C", "C", "C", "C", "N", "O", "S", "H", "H", "H", "H", "H", "H", "H", "H", "H", "H", "H"], "positions_angstrom": [[-0.7320, -3.0227, 0.3303], [-2.2454, 0.6297, 0.2469], [3.7701, -0.2417, -0.7510], [2.2616, 0.1482, -1.0187], [2.5400, -0.5838, 0.0202], [-3.6325, 1.1837, -0.0600], [-1.9997, -0.5166, 0.6637], [-0.2119, -0.8668, -1.1214], [-0.3122, -1.0117, 0.3721], [0.3359, -3.2541, 0.2566], [-1.1979, -3.3601, -0.5369], [-1.4284, 1.3136, 0.0286], [4.4833, -1.0486, -1.1066], [4.3758, 0.6675, -0.5585], [1.4700, 0.3140, -1.7473], [-0.9484, -3.2109, 1.4664], [2.2869, -0.8505, 1.0546], [-4.3363, 0.4074, 0.0200], [-3.6292, 1.5716, -1.1070], [-3.9012, 2.0535, 0.6098]], "forces_ev_per_angstrom": [[3.3, 3.1, 5.1], [-0.5, 2.0, -0.5], [0.7, 0.9, -0.3], [1.1, -2.4, -0.7], [0.7, 1.6, 1.5], [1.3, 1.4, 0.3], [0.2, -1.9, 0.4], [0.2, 0.7, 1.1], [-3.0, -2.9, -2.6], [-0.1, -0.4, -0.2], [-1.6, -0.1, -1.0], [0.2, 0.3, -0.4], [-1.6, 0.6, -0.4], [-0.3, -0.6, 0.5], [0.5, 0.4, 0.4], [-0.5, -0.3, -2.6], [0.0, -0.2, -0.8], [-1.1, -0.9, 0.2], [0.1, -0.3, 0.7], [0.3, -1.0, -0.6]], "nbo_charge": [-0.695, 0.173, -0.464, -0.144, -0.241, -0.665, -0.615, -0.975, 1.282, 0.203, 0.237, 0.148, 0.187, 0.171, 0.262, 0.225, 0.220, 0.228, 0.234, 0.231]}

Energy relative to the best compared isomer or geometry (same formula, charge and spin) per entry: 5.986 2.504 6.559 eV
Frontier orbital gap per entry: 9.12 9.17 9.30 eV